Density functional theory data (ωB97M-V with the def2-TZVPD basis set) for a structure of composition C50H44O4P4Tb at a distorted geometry.

Output
⟨S²⟩ = 12.612
Charge = +3
LUMO (alpha / beta) = -8.7 / -7.2 eV
Multiplicity = 7
Energy = -4421.8376 Eh

The geometry in XYZ format:
```
103
C50H44O4P4Tb | the OMol25 dataset | ωB97M-V with the def2-TZVPD basis set
Tb -0.5899 0.4366 0.5606
O -0.8614 -1.5562 1.2722
P -1.1321 -2.9698 0.6381
C -2.5754 -2.8618 -0.4874
P -2.4619 -1.5271 -1.7897
O -1.9229 -0.2042 -1.1749
C -4.1442 -1.2988 -2.2842
C -4.6256 -1.6056 -3.5481
C -5.9667 -1.3266 -3.7548
C -6.8368 -0.8007 -2.7758
C -6.3289 -0.5586 -1.4795
C -4.9710 -0.7344 -1.2621
C -1.5026 -2.3979 -2.9696
C -1.8421 -3.6073 -3.5608
C -0.9237 -4.2468 -4.4437
C 0.3485 -3.6938 -4.7333
C 0.6156 -2.4876 -4.1672
C -0.3200 -1.7503 -3.3529
C 0.2581 -3.7988 -0.1620
C 0.1702 -5.1836 -0.5194
C 1.3702 -5.7570 -1.0386
C 2.5904 -5.1091 -0.9992
C 2.6288 -3.7205 -0.7461
C 1.4628 -3.1198 -0.2790
C -1.5335 -3.9287 2.0833
C -2.8368 -3.9718 2.6036
C -3.2848 -4.9196 3.5312
C -2.3164 -5.7450 4.1395
C -1.0431 -5.7934 3.6087
C -0.5567 -4.8364 2.6733
H -3.3773 -2.4872 0.1223
H -2.9157 -3.7566 -1.0039
H -3.9178 -1.7719 -4.3589
H -6.2913 -1.5389 -4.7594
H -7.8714 -0.5271 -3.1360
H -7.0071 -0.2159 -0.6839
H -4.4249 -0.4225 -0.3940
H -2.8031 -4.1145 -3.3920
H -1.3463 -5.1321 -4.9415
H 1.0896 -4.1652 -5.3917
H 1.5097 -1.8633 -4.3862
H -0.1222 -0.7272 -2.9714
H -0.7994 -5.6321 -0.3057
H 1.3526 -6.7689 -1.4616
H 3.5061 -5.6990 -1.0583
H 3.5157 -3.0886 -1.0363
H 1.4264 -2.1091 0.1851
H -3.5299 -3.1906 2.3104
H -4.3650 -4.9343 3.7860
H -2.5944 -6.5464 4.8201
H -0.2384 -6.4940 3.9212
H 0.4703 -4.8063 2.3203
O -0.6648 2.3731 1.6203
P 0.0479 3.6918 1.1046
C 1.8738 3.4204 1.1240
P 2.5727 1.6682 0.7062
O 1.5172 0.6687 0.0277
C 3.8704 1.8775 -0.3852
C 3.6116 2.1678 -1.7315
C 4.6792 2.4192 -2.5731
C 5.9848 2.0640 -2.2271
C 6.2946 1.6424 -0.9705
C 5.2126 1.6502 -0.0367
C 3.1832 1.1247 2.2330
C 2.5546 -0.0577 2.7524
C 3.1165 -0.6054 3.8940
C 4.1038 0.0193 4.5925
C 4.5013 1.3099 4.2276
C 4.0351 1.8662 3.0520
C -0.3013 5.0460 2.3099
C -0.5161 6.3596 1.9004
C -0.6630 7.3961 2.7870
C -0.9297 7.1436 4.1154
C -0.7879 5.8198 4.5678
C -0.4117 4.7883 3.6642
C -0.4805 4.2464 -0.4642
C 0.4615 4.5335 -1.4971
C 0.0767 4.6366 -2.8352
C -1.2864 4.5574 -3.1121
C -2.2217 4.2949 -2.0934
C -1.8682 4.1957 -0.7785
H 2.0331 3.5763 2.2240
H 2.3693 4.2375 0.5251
H 2.5790 2.1942 -2.1206
H 4.4114 2.9377 -3.5056
H 6.6767 2.2037 -3.0151
H 7.2946 1.4434 -0.7373
H 5.4752 1.3546 1.0336
H 1.7113 -0.4479 2.1635
H 2.5867 -1.5211 4.1983
H 4.2775 -0.3431 5.5948
H 5.3243 1.7681 4.8287
H 4.4520 2.8317 2.7496
H -0.4934 6.6005 0.8752
H -0.4639 8.4084 2.5232
H -1.3780 7.9047 4.7342
H -1.0386 5.6700 5.6012
H -0.2472 3.7739 4.0293
H 1.5455 4.7137 -1.1781
H 0.7945 4.7150 -3.6165
H -1.6635 4.5526 -4.1375
H -3.2843 4.2737 -2.4381
H -2.6628 3.9009 -0.0734
```

Here are the Löwdin charges for atoms 1 to 5, given in e: 1.72, -0.52, 0.85, -0.25, 0.81